No. 1
A 2-piece molecular cluster, C30H35N2 overall in a non-equilibrium geometry. Source: the OMol25 dataset; level of theory: ωB97M-V/def2-TZVPD.

Each line ends with the Mulliken charge.
Atoms and positions in Å:
C  6.7010  0.4374  0.2726  -1.476
C  5.2400  0.7806  0.2983  0.446
C  4.4187  0.3050  -0.7254  -0.810
C  3.0586  0.6460  -0.7853  1.170
C  2.2714  0.3594  -2.0238  -1.755
C  2.4952  1.3468  0.2929  0.207
N  1.1056  1.7006  0.2760  0.664
C  0.0091  0.9104  0.2561  -0.462
N  -1.0797  1.7112  0.2832  0.333
C  -2.4396  1.3373  0.3183  -0.217
C  -2.8808  0.4313  1.3440  1.911
C  -2.0737  0.0019  2.3880  -1.969
C  -4.2702  0.0557  1.3309  -1.082
C  -5.1726  0.6694  0.4757  0.619
C  -6.6332  0.3114  0.5159  -1.486
C  -4.7110  1.6491  -0.4172  -0.866
C  -3.3517  1.9873  -0.5189  0.939
C  -2.9874  3.0432  -1.5207  -1.875
C  -0.6433  3.0442  0.3436  -1.007
C  0.6810  3.0351  0.3123  -0.752
C  3.3089  1.8708  1.3109  0.650
C  2.7740  2.7480  2.3994  -1.672
C  4.6740  1.5659  1.3079  -0.964
H  7.2438  0.9691  1.0596  0.363
H  6.8506  -0.6420  0.4174  0.327
H  7.1483  0.7009  -0.6961  0.360
H  4.8441  -0.3030  -1.5316  0.437
H  1.1976  0.2504  -1.8283  0.258
H  2.3847  1.1643  -2.7704  0.435
H  2.6427  -0.5578  -2.4988  0.514
H  -2.4841  -0.7546  3.0602  0.436
H  -0.0293  -0.1534  0.1545  0.845
H  -1.1787  0.5489  2.6910  0.450
H  -4.6163  -0.6664  2.0741  0.412
H  -7.1657  0.8492  -0.2726  0.351
H  -6.7782  -0.7646  0.3663  0.349
H  -7.0821  0.5811  1.4795  0.329
H  -5.4328  2.1566  -1.0593  0.292
H  -3.8137  3.1372  -2.2369  0.439
H  -2.8712  4.0353  -1.0612  0.377
H  -2.0869  2.8195  -2.1026  0.340
H  -1.3444  3.8520  0.4102  0.706
H  1.3906  3.8407  0.3302  0.794
H  3.5437  2.8387  3.1748  0.431
H  2.5666  3.7680  2.0485  0.388
H  1.8733  2.3528  2.8832  0.267
H  5.3070  1.9565  2.1104  0.341
C  -0.8479  -2.4857  1.5401  -2.120
C  0.0134  -2.2145  0.3688  1.110
C  1.4296  -1.8872  0.6948  -0.959
C  -0.3012  -2.9063  -0.8572  0.629
C  0.4480  -2.6646  -2.0388  0.247
C  0.2959  -3.4434  -3.1801  -0.889
C  -0.6152  -4.5110  -3.1883  -0.391
C  -1.3781  -4.7726  -2.0387  -0.812
C  -1.2545  -3.9741  -0.9062  -0.477
H  -1.9018  -2.3136  1.2983  0.488
H  -0.7445  -3.5346  1.8654  0.555
H  -0.5805  -1.8446  2.3832  0.382
H  1.9973  -1.5986  -0.1938  0.153
H  1.4783  -1.0488  1.4081  0.332
H  1.9549  -2.7518  1.1608  0.444
H  1.1530  -1.8321  -2.0449  -0.002
H  0.8912  -3.2132  -4.0689  0.398
H  -0.7083  -5.1390  -4.0737  0.398
H  -2.0755  -5.6108  -2.0460  0.382
H  -1.8583  -4.1809  -0.0194  0.346

Atoms 1-3, force components in eV/Å:
C 0.27 -0.03 0.09
C -0.25 -0.18 -0.02
C -0.56 0.37 -0.04

Its spin multiplicity is 1. The LUMO energy is -4.9 eV. The calculation puts the relative energy (zero: lowest compared OMol25 entry of this formula, charge and spin) at 94.6 kcal per mole. Its net charge is +1.

---

No. 2
A 2-piece molecular cluster, C30H35N3O6 overall in a non-equilibrium geometry. Source: the OMol25 dataset; level of theory: ωB97M-V/def2-TZVPD.

Each line ends with the Mulliken charge.
Atoms and positions in Å:
C  0.0053  3.8546  -2.4425  -1.418
C  1.1257  3.2094  -1.6734  0.520
O  0.7144  3.1081  -0.2998  -0.255
C  1.6631  2.5099  0.4806  -0.028
C  1.0534  2.1539  1.7485  0.682
C  1.7250  1.4586  2.8242  0.640
O  2.9210  1.4063  3.0686  -0.743
C  0.6200  0.8632  3.7144  -0.847
C  -0.6218  1.7034  3.4095  -0.286
C  -0.4051  2.2196  1.9696  -0.878
O  2.8165  2.3479  0.1170  -0.708
H  0.3505  4.1205  -3.4424  0.415
H  -0.8289  3.1570  -2.5570  0.332
H  -0.3540  4.7629  -1.9517  0.313
H  1.3345  2.1943  -2.0422  0.322
H  2.0493  3.8016  -1.7281  -0.381
H  0.4413  -0.1769  3.3837  0.286
H  0.9144  0.8338  4.7698  0.311
H  -1.5413  1.1086  3.4917  0.403
H  -0.7023  2.5550  4.1017  0.082
H  -0.8129  3.2277  1.8044  0.135
H  -0.9338  1.5411  1.2747  0.377
C  9.1767  5.5778  0.0024  -0.980
N  7.7685  5.4656  -0.2931  0.284
C  7.3029  5.5386  -1.5755  0.177
O  7.9867  5.7430  -2.5746  -0.711
C  5.7893  5.3348  -1.5254  -0.097
C  5.3351  4.0675  -2.2497  0.496
C  5.6395  4.1063  -3.7279  0.380
C  6.4293  3.1094  -4.3062  -0.294
C  6.8281  3.2202  -5.6405  -0.617
C  6.3768  4.2922  -6.4210  -0.439
C  5.5251  5.2490  -5.8555  -0.730
C  5.1472  5.1504  -4.5124  -0.188
N  5.5296  5.2784  -0.0850  0.543
C  4.2781  5.1347  0.3851  0.123
C  3.9778  5.0257  1.7361  1.351
C  2.7236  4.7834  2.2700  -1.388
C  2.4526  4.8522  3.6811  0.671
C  3.5001  4.9424  4.6316  -0.465
C  3.2221  5.0671  5.9995  -0.322
N  4.3086  5.1474  6.9212  0.961
O  4.0364  5.2102  8.1416  -0.604
O  5.4837  5.1558  6.4798  -0.588
C  1.8979  5.0829  6.4698  -0.483
C  0.8556  5.0023  5.5450  -0.737
C  1.1158  4.8734  4.1785  -0.392
C  6.7496  5.3400  0.7444  0.205
C  6.9798  4.0496  1.5474  -1.546
C  6.8001  6.5761  1.6625  -1.624
H  9.7358  5.6239  -0.9325  0.388
H  9.3852  6.4855  0.5805  0.304
H  9.5121  4.7107  0.5825  0.311
H  5.2956  6.2163  -1.9738  0.433
H  5.8447  3.2055  -1.7885  0.374
H  4.2561  3.9302  -2.0761  -0.552
H  6.7615  2.2756  -3.6848  0.353
H  7.4959  2.4712  -6.0685  0.372
H  6.6800  4.3790  -7.4667  0.369
H  5.1541  6.0804  -6.4545  0.367
H  4.4924  5.8947  -4.0542  0.339
H  3.4776  5.1377  -0.3607  0.565
H  4.7971  5.1777  2.4337  -0.972
H  1.8865  4.5978  1.5922  0.528
H  4.5423  4.9101  4.3203  0.684
H  1.7273  5.1505  7.5412  0.493
H  -0.1746  5.0489  5.8979  0.411
H  0.2966  4.8239  3.4558  0.464
H  7.0816  3.2019  0.8567  0.324
H  7.9040  4.1512  2.1306  0.501
H  6.1523  3.8407  2.2299  0.462
H  6.7866  7.4864  1.0495  0.383
H  5.9537  6.6203  2.3498  0.362
H  7.7236  6.5525  2.2561  0.480

Atoms 1-3, force components in eV/Å:
C -0.21 -0.04 -0.26
C -0.10 0.01 0.27
O 0.27 0.25 -1.28

Its spin multiplicity is 1. The LUMO energy is -2.0 eV. The calculation puts the relative energy (zero: lowest compared OMol25 entry of this formula, charge and spin) at 130.5 kcal per mole. Its net charge is 0.

---

No. 3
C30H35N4O2SW as an isolated structure in a non-equilibrium geometry. Source: the OMol25 dataset; level of theory: ωB97M-V/def2-TZVPD.

Each line ends with the Mulliken charge.
Atoms and positions in Å:
W  4.1462  12.8867  10.6148  -0.027
C  3.9028  10.1984  9.2613  -1.270
C  4.9257  11.2584  9.5856  0.013
C  5.6435  11.2666  10.8889  1.415
C  5.2204  10.1772  11.8097  -1.428
C  7.0076  11.7039  10.9818  0.760
C  7.8670  11.4444  12.2207  -2.641
C  7.6194  12.3524  9.8929  1.417
C  9.0003  12.8893  9.9274  -2.046
C  6.8601  12.5188  8.6915  0.777
C  7.4435  13.2338  7.5148  -2.102
C  5.5486  11.9851  8.5082  0.849
C  4.8951  11.7450  7.1827  -1.917
H  3.3558  10.3227  8.3030  0.423
H  3.1223  10.0243  10.0808  0.274
H  4.4447  9.2363  9.2562  0.478
H  4.1619  10.2100  12.1412  0.240
H  5.8411  10.1126  12.7959  0.356
H  5.4034  9.1993  11.2860  0.407
H  8.3525  12.3581  12.6621  0.515
H  8.6519  10.7594  11.8528  0.634
H  7.3014  10.9972  12.9739  0.363
H  9.6413  12.4073  9.1425  0.424
H  9.4189  12.6595  10.9236  0.413
H  9.0310  13.9463  9.6410  0.444
H  6.6704  13.8560  7.0335  0.237
H  7.7032  12.5415  6.7053  0.448
H  8.2723  13.9121  7.6661  0.444
H  5.0536  10.7410  6.8019  0.290
H  5.2425  12.3874  6.3416  0.478
H  3.8362  11.8890  7.2966  0.319
S  0.7465  12.9225  13.6942  -0.132
C  2.2448  12.5945  14.5575  0.485
C  2.2934  12.2243  15.8920  -0.619
C  3.5632  11.9830  16.4269  -0.672
C  4.7086  11.9594  15.6339  -1.014
C  4.6625  12.2658  14.2782  0.217
C  3.3783  12.5446  13.7855  -0.353
N  3.0235  12.6182  12.3319  0.473
C  1.7023  12.6513  12.2136  0.741
C  1.1084  12.7817  10.8906  0.962
C  -0.2795  12.8328  10.6822  -0.619
C  -0.7429  13.3694  9.4597  -0.744
C  0.1769  13.8085  8.5430  -0.767
C  1.5655  13.4812  8.6061  0.132
C  2.0908  12.9980  9.8474  -0.017
H  1.3855  12.2275  16.4691  0.452
H  3.6954  11.8351  17.5070  0.420
H  5.6320  11.5504  16.0354  0.440
H  5.5946  12.4566  13.7248  0.351
H  -1.0080  12.5244  11.4980  0.416
H  -1.8510  13.4491  9.2547  0.392
H  -0.1414  14.2096  7.5667  0.400
H  2.2175  13.6245  7.7622  0.131
N  5.1496  15.6051  9.6702  0.023
C  4.8798  16.9023  10.1776  -0.304
C  4.9747  16.8482  11.5757  -0.720
C  5.1119  15.4936  11.8279  -0.207
N  4.9812  14.7129  10.6983  0.472
H  4.8797  15.4470  8.6490  0.343
H  4.6299  17.7445  9.5204  0.464
H  5.0102  17.6817  12.2887  0.453
H  5.1700  15.0947  12.8460  0.446
N  2.5755  15.4724  3.4921  -0.591
C  2.6675  16.2206  4.7486  -0.239
C  3.4608  15.5102  5.8933  0.317
O  3.6206  15.9688  7.0420  -0.638
O  3.9154  14.3180  5.4184  -0.390
H  1.6856  15.0102  3.2861  0.238
H  3.4475  14.2616  4.5476  0.433
H  2.9996  15.8250  2.6743  0.192
H  1.6302  16.4131  5.2054  0.282
H  3.1096  17.2071  4.6459  0.366

Atoms 1-3, force components in eV/Å:
W -1.80 1.73 0.32
C -1.62 -1.00 1.13
C 2.24 -0.58 -0.70

Its spin multiplicity is 3. The LUMO energy (spin up / spin down) is -10.5 / -10.9 eV. The calculation puts the relative energy (zero: lowest compared OMol25 entry of this formula, charge and spin) at 75.7 kcal per mole. Its net charge is +3.

---

Which of these has the lowest net charge? C30H35N3O6

---

What is the relative energy (zero: lowest compared OMol25 entry of this formula, charge and spin) in the second record? 130.5 kcal per mole

---

Which of these has the highest relative energy (zero: lowest compared OMol25 entry of this formula, charge and spin)? C30H35N3O6

---

relative energy (zero: lowest compared OMol25 entry of this formula, charge and spin) of number 2 (C30H35N3O6)? 130.5 kcal per mole